Entry 1:
The following is a DFT calculation (the ωB97M-V functional and the def2-TZVPD basis) of a gas-phase ion, C11H9O2 (charge -1) in a non-equilibrium geometry.

The value obtained for the energy is -15646.7348 eV. Its total charge is -1. Its HOMO energy is -2.44 eV. Its HOMO-LUMO gap is 6.11 eV. As for the relative energy (zero: lowest compared OMol25 entry of this formula, charge and spin): 1.927 eV.

CARTESIAN COORDINATES (ANGSTROEM)
1 C 2.80 -0.16 -1.14
2 C 2.00 0.99 -1.04
3 C 2.24 -1.36 -0.68
4 C 0.80 0.97 -0.51
5 C 0.98 -1.40 -0.05
6 C 0.26 -0.23 0.06
7 C -1.99 1.57 -0.42
8 C -1.98 0.93 -1.51
9 C -1.79 0.92 0.93
10 C -0.89 -0.13 0.89
11 C -1.16 -1.19 1.93
12 O -2.12 0.39 -2.53
13 O -2.59 1.26 1.83
14 H 3.70 -0.01 -1.62
15 H 2.48 1.96 -1.35
16 H 2.73 -2.40 -0.83
17 H 0.34 1.84 -0.22
18 H 0.54 -2.38 0.14
19 H -2.55 2.58 -0.40
20 H -0.32 -1.04 2.65
21 H -1.26 -2.18 1.53
22 H -2.21 -0.93 2.35



Entry 2:
The following is a DFT calculation (the ωB97M-V functional and the def2-TZVPD basis) of 5 unconnected molecules or ions with the total composition C16H42F3N3O6 in a non-equilibrium geometry.

The value obtained for the energy is -42172.7841 eV. Its HOMO energy is -6.36 eV. Its HOMO-LUMO gap is 5.09 eV. As for the relative energy (zero: lowest compared OMol25 entry of this formula, charge and spin): 5.628 eV.

CARTESIAN COORDINATES (ANGSTROEM)
1 O -9.77 9.99 -32.92
2 H -10.24 10.26 -32.12
3 H -9.45 10.77 -33.39
4 H -10.35 9.48 -33.48
5 C -11.82 6.07 -34.82
6 O -10.63 5.69 -34.16
7 O -11.58 7.42 -35.31
8 C -12.31 4.76 -35.54
9 F -12.02 3.63 -34.90
10 F -13.62 4.73 -35.57
11 F -11.84 4.68 -36.81
12 C -9.42 5.30 -34.85
13 C -8.20 5.54 -34.09
14 H -8.05 6.57 -33.76
15 H -8.21 4.89 -33.22
16 H -7.35 5.25 -34.71
17 H -9.32 5.79 -35.82
18 H -9.43 4.23 -35.05
19 H -12.47 6.13 -33.95
20 C -2.96 14.19 -31.25
21 C -2.45 13.09 -30.32
22 C -3.24 11.71 -30.35
23 O -4.58 11.95 -29.94
24 C -5.22 10.73 -29.55
25 N -1.04 12.87 -30.55
26 H -3.77 14.71 -30.73
27 H -3.26 13.95 -32.27
28 H -2.28 15.05 -31.29
29 H -2.47 13.42 -29.28
30 H -2.72 10.99 -29.71
31 H -3.32 11.29 -31.35
32 H -5.54 10.11 -30.39
33 H -6.12 10.97 -28.99
34 H -4.64 10.14 -28.84
35 H -0.56 13.73 -30.78
36 H -0.48 12.60 -29.75
37 C -6.36 13.08 -35.12
38 C -7.18 14.16 -34.40
39 C -6.96 15.59 -34.99
40 O -7.72 16.49 -34.22
41 C -7.79 17.88 -34.66
42 N -8.56 13.79 -34.53
43 H -5.29 13.19 -34.94
44 H -6.56 13.16 -36.19
45 H -6.64 12.07 -34.82
46 H -6.80 14.13 -33.38
47 H -7.24 15.53 -36.04
48 H -5.89 15.81 -35.07
49 H -8.06 18.41 -33.74
50 H -8.57 17.96 -35.42
51 H -6.82 18.25 -34.97
52 H -9.11 14.41 -33.95
53 H -8.93 14.07 -35.43
54 C -14.23 10.21 -30.48
55 C -13.71 11.63 -30.92
56 C -14.76 12.75 -30.70
57 O -15.78 12.46 -31.74
58 C -16.78 13.46 -31.62
59 N -12.48 11.86 -30.26
60 H -13.52 9.41 -30.70
61 H -15.20 9.95 -30.90
62 H -14.45 10.18 -29.41
63 H -13.49 11.49 -31.97
64 H -14.24 13.70 -30.82
65 H -15.14 12.61 -29.69
66 H -17.64 13.09 -32.17
67 H -16.47 14.42 -32.05
68 H -17.16 13.53 -30.60
69 H -12.24 12.81 -30.51
70 H -12.76 11.92 -29.29



Entry 3:
The following is a DFT calculation (the ωB97M-V functional and the def2-TZVPD basis) of a molecular structure, C14H12IrN6S in a non-equilibrium geometry.

The expectation value of S² is 0.776. The value obtained for the energy is -37281.4731 eV. Its total charge is +4. Its HOMO energy (spin up / spin down) is -21.62 / -21.62 eV. Its HOMO-LUMO gap (spin up / spin down) is 6.01 / 5.36 eV. The spin multiplicity is 2.

CARTESIAN COORDINATES (ANGSTROEM)
1 Ir 0.04 -0.53 0.28
2 N 3.51 -2.46 0.87
3 C 3.71 -2.31 -0.50
4 C 2.64 -1.63 -0.99
5 N 1.81 -1.34 0.10
6 C 2.36 -1.91 1.19
7 C 1.53 -1.80 2.36
8 N 0.39 -1.11 2.14
9 C -0.37 -1.18 3.30
10 C 0.36 -1.86 4.22
11 N 1.55 -2.23 3.62
12 H 4.16 -2.95 1.48
13 H 4.60 -2.66 -1.00
14 H 2.45 -1.31 -2.00
15 H -1.34 -0.71 3.41
16 H 0.14 -2.09 5.26
17 H 2.28 -2.76 4.08
18 S -0.15 4.10 -0.36
19 C 0.20 2.52 0.13
20 N -0.46 1.55 -0.48
21 C -1.34 2.10 -1.42
22 C -2.20 1.42 -2.32
23 C -3.02 2.16 -3.21
24 C -2.95 3.53 -3.27
25 C -2.11 4.23 -2.38
26 C -1.29 3.48 -1.47
27 H 0.94 2.35 0.91
28 H -2.22 0.34 -2.36
29 H -3.71 1.62 -3.85
30 H -3.56 4.08 -3.98
31 H -2.12 5.31 -2.35
32 N -1.97 -2.67 -0.48
33 C -1.22 -1.85 -0.21
34 H -2.63 -3.41 -0.72



Entry 4:
The following is a DFT calculation (the ωB97M-V functional and the def2-TZVPD basis) of a molecular structure, C36H68AgBN5OP3 in a non-equilibrium geometry.

The value obtained for the energy is -80474.1974 eV. Its HOMO energy is -3.86 eV. Its HOMO-LUMO gap is 4.36 eV.

CARTESIAN COORDINATES (ANGSTROEM)
1 Ag 12.64 14.87 8.84
2 C 14.35 15.74 5.72
3 C 15.52 15.45 6.77
4 C 16.69 16.47 6.61
5 C 15.96 13.94 6.66
6 P 14.93 15.80 8.60
7 C 15.02 17.69 8.70
8 N 13.71 18.06 9.18
9 B 12.75 17.06 9.45
10 N 11.68 17.75 10.06
11 C 10.39 17.17 10.33
12 P 10.27 15.68 9.19
13 C 9.01 14.59 10.17
14 C 9.91 13.89 11.24
15 C 8.43 13.50 9.25
16 C 7.80 15.43 10.85
17 C 9.48 16.31 7.58
18 C 9.84 15.26 6.51
19 C 7.98 16.55 7.75
20 C 10.20 17.61 7.19
21 C 11.99 19.12 10.12
22 C 11.11 20.17 10.20
23 C 11.61 21.47 9.91
24 C 12.98 21.69 9.58
25 C 13.87 20.62 9.45
26 C 13.30 19.33 9.61
27 C 16.07 15.28 9.98
28 C 16.20 13.78 10.21
29 C 17.55 15.86 9.90
30 C 15.39 15.95 11.23
31 H 14.60 15.38 4.71
32 H 14.02 16.82 5.75
33 H 13.42 15.15 5.92
34 H 17.36 15.99 5.84
35 H 17.30 16.74 7.51
36 H 16.43 17.49 6.17
37 H 15.99 13.65 5.61
38 H 15.31 13.30 7.27
39 H 16.96 13.75 7.08
40 H 15.14 18.11 7.66
41 H 15.84 18.11 9.28
42 H 9.56 17.91 10.22
43 H 10.37 16.78 11.35
44 H 10.77 13.52 10.70
45 H 9.42 13.13 11.87
46 H 10.32 14.58 11.99
47 H 9.27 12.93 8.79
48 H 7.84 13.98 8.47
49 H 7.73 12.88 9.79
50 H 7.70 14.85 11.80
51 H 6.97 15.37 10.16
52 H 8.07 16.47 10.99
53 H 9.56 14.24 6.93
54 H 10.92 15.20 6.34
55 H 9.26 15.51 5.62
56 H 7.34 15.67 7.94
57 H 7.52 17.08 6.81
58 H 7.86 17.26 8.56
59 H 11.30 17.41 7.16
60 H 10.02 18.51 7.77
61 H 9.87 17.86 6.14
62 H 10.09 19.94 10.59
63 H 10.91 22.27 9.76
64 H 13.31 22.72 9.26
65 H 14.89 20.78 9.06
66 H 17.09 13.28 9.74
67 H 15.27 13.23 9.89
68 H 16.31 13.67 11.31
69 H 17.53 16.91 9.77
70 H 18.16 15.35 9.07
71 H 18.13 15.71 10.85
72 H 14.41 15.54 11.40
73 H 15.33 17.01 11.09
74 H 16.06 15.87 12.12
75 O 12.19 12.37 9.33
76 P 12.70 10.97 9.20
77 N 13.76 10.80 10.48
78 C 14.63 9.59 10.63
79 C 15.34 9.68 12.00
80 C 14.82 10.95 12.66
81 C 13.59 11.40 11.82
82 N 11.52 9.79 9.24
83 C 11.70 8.37 8.99
84 C 10.34 7.66 9.30
85 C 9.41 8.76 9.85
86 C 10.04 10.10 9.53
87 N 13.56 10.80 7.82
88 C 14.83 10.12 7.50
89 C 14.89 10.04 5.94
90 C 13.43 10.12 5.50
91 C 12.66 10.80 6.63
92 H 15.34 9.49 9.81
93 H 14.04 8.61 10.67
94 H 16.43 9.74 11.84
95 H 15.09 8.75 12.51
96 H 15.56 11.72 12.60
97 H 14.58 10.82 13.79
98 H 13.56 12.51 11.70
99 H 12.65 11.07 12.29
100 H 12.54 7.96 9.58
101 H 11.97 8.18 7.92
102 H 10.54 6.86 10.00
103 H 10.03 7.12 8.40
104 H 9.21 8.66 10.92
105 H 8.42 8.74 9.37
106 H 10.04 10.87 10.31
107 H 9.64 10.58 8.57
108 H 14.92 9.04 7.82
109 H 15.70 10.72 7.89
110 H 15.38 9.15 5.60
111 H 15.61 10.78 5.56
112 H 13.10 9.12 5.26
113 H 13.36 10.74 4.59
114 H 11.72 10.19 6.88
115 H 12.30 11.82 6.41



Entry 5:
The following is a DFT calculation (the ωB97M-V functional and the def2-TZVPD basis) of 2 unconnected molecules or ions with the total composition C5H10NO2 in a non-equilibrium geometry.

The expectation value of S² is 0.756. The value obtained for the energy is -10925.9796 eV. Its total charge is -2. Its HOMO energy (spin up / spin down) is 1.50 / 1.51 eV. Its HOMO-LUMO gap (spin up / spin down) is 5.55 / 5.50 eV. As for the relative energy (zero: lowest compared OMol25 entry of this formula, charge and spin): 4.385 eV. The spin multiplicity is 2.

CARTESIAN COORDINATES (ANGSTROEM)
1 O -2.92 0.42 1.11
2 C -2.80 0.59 -0.14
3 O -3.70 0.34 -0.99
4 C -1.47 1.14 -0.59
5 C -0.55 -0.14 -0.81
6 C 0.76 0.11 -0.06
7 C 2.79 -0.66 0.69
8 N 1.76 -0.93 -0.28
9 H -1.54 1.79 -1.47
10 H -0.98 1.63 0.25
11 H -1.09 -1.01 -0.12
12 H -0.34 -0.61 -1.75
13 H 1.28 1.09 -0.29
14 H 0.44 0.11 1.02
15 H 2.39 -0.52 1.71
16 H 3.61 0.06 0.42
17 H 3.44 -1.55 0.96
18 H -1.09 -1.85 0.36